{
  "formula": "C4H9O2P",
  "method": "ωB97M-V with the def2-TZVPD basis set",
  "lumo_energy_ev": 0.95,
  "homo_lumo_gap_ev": 9.2,
  "homo_ev": -8.261,
  "elements": ["C", "C", "C", "C", "O", "O", "P", "H", "H", "H", "H", "H", "H", "H", "H", "H"],
  "xyz": [[-0.049, -1.429, 0.195], [0.228, 0.922, 0.848], [-0.800, -0.123, 0.361], [-1.740, 0.317, -0.849], [2.971, 0.550, 0.726], [1.226, -1.118, -0.368], [1.606, 0.367, -0.054], [0.154, -2.163, 0.993], [-0.556, -1.913, -0.596], [-0.182, 1.920, 0.580], [2.570, 0.843, 1.524], [-1.553, -0.266, 1.099], [-1.531, 0.222, -1.854], [-1.943, 1.385, -0.671], [-2.760, -0.003, -0.720], [2.359, 0.490, -1.213]],
  "lowdin_charge": [-0.205, -0.197, -0.431, -0.056, -0.172, -0.253, 0.669, 0.136, 0.103, 0.048, 0.023, 0.109, 0.042, 0.072, 0.062, 0.050]
}